Computed, not measured: a cluster of 4 separate species, C26H31N4O9P in total, with the ωB97M-V functional and the def2-TZVPD basis.

ORCA input file:
```
! wB97M-V def2-TZVPD RIJCOSX def2/J DEFGRID3
* xyz 0 1
O -1.331 0.962 -0.920
N -1.668 0.306 -1.881
O -2.171 -0.803 -1.819
C -1.451 0.878 -3.219
C -0.847 2.116 -3.326
C -0.630 2.646 -4.587
C -1.019 1.937 -5.716
C -1.629 0.695 -5.587
C -1.850 0.156 -4.330
H -0.545 2.663 -2.444
H -0.156 3.612 -4.686
H -0.845 2.352 -6.700
H -1.934 0.145 -6.467
H -2.324 -0.808 -4.217
O 1.303 6.228 -1.436
N 0.126 5.990 -1.256
O -0.722 6.015 -2.128
C -0.305 5.640 0.107
C 0.634 5.629 1.123
C 0.223 5.306 2.407
C -1.110 4.999 2.652
C -2.034 5.010 1.615
C -1.635 5.333 0.329
H 1.666 5.869 0.918
H 0.943 5.300 3.210
H -1.427 4.756 3.657
H -3.070 4.768 1.809
H -2.344 5.346 -0.485
O 1.960 6.255 4.915
N 1.375 5.535 5.702
O 0.173 5.549 5.882
C 2.175 4.575 6.478
C 3.547 4.557 6.307
C 4.296 3.658 7.048
C 3.669 2.798 7.941
C 2.289 2.830 8.093
C 1.529 3.725 7.358
H 4.022 5.230 5.609
H 5.370 3.631 6.930
H 4.259 2.100 8.520
H 1.803 2.158 8.786
H 0.456 3.761 7.468
C 0.830 -3.209 1.674
C 0.757 -3.913 0.706
C 0.677 -4.767 -0.470
P 1.338 -3.897 -1.979
C 1.857 -5.287 -3.068
N 3.153 -5.845 -2.617
C -0.204 -3.311 -2.796
O -1.032 -4.354 -3.289
C -2.420 -4.150 -3.092
O -3.087 -5.357 -2.954
C -2.860 -6.018 -1.722
C -1.807 -7.100 -1.806
O -2.394 -8.230 -2.453
H 0.721 -2.618 2.552
H -0.372 -5.025 -0.634
H 1.227 -5.696 -0.303
H 1.075 -6.053 -3.078
H 1.942 -4.906 -4.087
H 3.068 -6.853 -2.560
H 3.345 -5.537 -1.669
H -0.718 -2.681 -2.064
H 0.126 -2.649 -3.605
H -2.595 -3.506 -2.220
H -2.851 -3.673 -3.978
H -3.793 -6.505 -1.426
H -2.613 -5.296 -0.934
H -0.942 -6.742 -2.366
H -1.511 -7.377 -0.786
H -1.689 -8.857 -2.637
*
```

Properties
SMILES string: O=[N+]([O-])c1ccccc1.O=[N+]([O-])c1ccccc1.O=[N+]([O-])c1ccccc1.C#CCP(CN)COCOCCO
Total energy: -61129.8995 eV
HOMO energy: -8.729 eV